Entry from OMol25: an isolated ion of composition C4H8N3 and charge +1 (wB97M-V/def2-TZVPD).

Each line ends with the Löwdin charge.
Positions of all 15 atoms, in Å:
C -1.118 -0.099 1.213  0.033
N -0.234 0.000 0.039  -0.448
C -1.015 0.587 -1.144  0.055
N 0.292 -1.234 -0.338  0.176
C 1.703 -0.945 -0.302  0.071
C 1.891 0.398 0.159  -0.045
N 0.753 0.954 0.332  0.152
H -0.487 -0.537 2.044  0.140
H -1.592 0.847 1.488  0.124
H -1.782 -0.882 0.984  0.091
H -0.420 0.399 -2.088  0.132
H -1.919 -0.083 -1.370  0.139
H -1.306 1.565 -0.866  0.090
H 2.372 -1.783 -0.601  0.142
H 2.862 0.812 0.451  0.149

Properties
Charge: +1
Frontier orbital gap: 10.42 eV
HOMO level: -16.2 eV
ΔE to the lowest compared entry with this formula, charge and spin: 472.7 kJ/mol

Entry from OMol25: an isolated ion of composition C4H8N3 and charge +1 (wB97M-V/def2-TZVPD).

Each line ends with the Löwdin charge.
Positions of all 15 atoms, in Å:
C 1.526 0.532 0.967  0.024
N 0.770 0.173 -0.150  -0.163
N 1.269 -0.108 -1.272  0.161
C 0.315 -0.395 -2.072  -0.069
C -0.895 -0.370 -1.368  0.037
N -0.579 0.128 -0.158  -0.069
C -1.399 -0.098 0.960  -0.009
H 2.172 -0.301 1.315  0.127
H 2.256 1.330 0.802  0.119
H 0.787 0.736 1.797  0.112
H 0.425 -0.547 -3.174  0.152
H -1.920 -0.784 -1.694  0.185
H -0.633 -0.543 1.693  0.124
H -1.663 0.823 1.551  0.121
H -2.431 -0.575 0.806  0.148

Properties
Charge: +1
Frontier orbital gap: 10.76 eV
HOMO level: -15.2 eV
ΔE to the lowest compared entry with this formula, charge and spin: 384.1 kJ/mol

Entry from OMol25: C4H8N3 as an isolated structure (wB97M-V/def2-TZVPD).

Each line ends with the Löwdin charge.
Positions of all 15 atoms, in Å:
C -1.663 1.241 -0.428  -0.200
C -1.516 -0.356 0.845  -0.197
C -0.534 0.500 0.150  0.115
C 3.036 -0.344 0.008  -0.009
N 1.450 1.464 0.421  0.290
N 2.363 0.822 0.277  -0.031
N -2.609 0.438 0.320  -0.037
H -1.644 2.296 -0.125  0.147
H -1.758 1.245 -1.515  0.147
H -1.508 -1.413 0.563  0.145
H -1.427 -0.322 1.937  0.141
H 2.350 -1.161 -0.241  0.117
H 3.638 -0.606 0.883  0.127
H 3.735 -0.164 -0.814  0.126
H -3.388 -0.007 -0.147  0.122

Properties
Charge: +1
Frontier orbital gap: 7.52 eV
HOMO level: -12.7 eV
ΔE to the lowest compared entry with this formula, charge and spin: 770.1 kJ/mol

Entry from OMol25: an isolated ion of composition C4H8N3 and charge +1 (wB97M-V/def2-TZVPD).

Each line ends with the Löwdin charge.
Positions of all 15 atoms, in Å:
C 0.735 0.539 0.094  -0.426
C 1.349 -0.490 0.941  -0.025
C -1.192 0.487 -1.242  0.247
C -1.452 -0.099 1.034  -0.014
N 1.538 1.362 -0.382  0.234
N -0.697 0.340 -0.052  -0.102
N 1.934 -1.394 0.220  0.156
H 1.210 2.070 -1.002  0.074
H -0.748 0.832 -2.079  0.091
H -2.206 0.114 -1.413  0.142
H -0.964 0.507 1.932  0.171
H -2.449 0.292 0.805  0.118
H -1.350 -1.156 1.274  0.122
H 1.906 -1.291 -0.786  0.128
H 2.388 -2.114 0.654  0.084

Properties
Charge: +1
Frontier orbital gap (spin up / spin down): 7.18 / 7.18 eV
HOMO level (spin up / spin down): -13.0 / -13.0 eV
ΔE to the lowest compared entry with this formula, charge and spin: 541.7 kJ/mol

Entry from OMol25: a 2-piece molecular cluster, C4H8N3O overall (wB97M-V/def2-TZVPD).

Each line ends with the Löwdin charge.
Positions of all 16 atoms, in Å:
C 1.067 -0.758 -0.592  -0.087
C -0.506 1.725 -0.700  -0.491
C 0.216 0.221 1.357  -0.003
C -1.158 -1.245 0.030  -0.001
N 1.768 -0.763 -1.533  0.373
N 0.497 2.311 -0.742  0.246
N 0.032 -0.417 0.062  -0.191
O -1.567 1.287 -0.918  0.172
H 1.173 0.628 1.506  0.095
H -0.468 1.072 1.512  0.126
H -0.059 -0.537 2.066  0.112
H -1.989 -0.614 0.427  0.124
H -1.352 -1.508 -1.012  0.116
H -1.088 -2.214 0.647  0.145
H 2.243 -1.437 -2.117  0.150
H 1.192 2.249 0.009  0.114

Properties
Charge: +1
Frontier orbital gap: 10.49 eV
HOMO level: -15.0 eV
ΔE to the lowest compared entry with this formula, charge and spin: 411.3 kJ/mol

Entry from OMol25: a 2-piece molecular cluster, C4H8N3O overall (wB97M-V/def2-TZVPD).

Each line ends with the Löwdin charge.
Positions of all 16 atoms, in Å:
C -0.735 -1.774 -0.012  -0.011
C 0.571 -0.095 0.280  -0.333
C 1.540 1.011 0.064  0.019
C -2.832 0.775 -0.997  -0.204
N -0.184 -1.877 1.222  0.138
N 0.591 -0.737 1.398  0.160
N -0.284 -0.687 -0.631  0.179
O -2.692 -0.296 -1.477  0.061
H -1.513 -2.377 -0.521  0.177
H 2.537 0.599 0.338  0.114
H 1.361 1.713 0.838  0.079
H 1.499 1.506 -0.943  0.115
H -1.919 1.337 -0.420  0.163
H -3.608 1.415 -1.055  0.055
H -0.521 -0.389 -1.509  0.124
H -0.461 -2.496 1.936  0.164

Properties
Charge: +1
Frontier orbital gap (spin up / spin down): 6.78 / 8.64 eV
HOMO level (spin up / spin down): -10.7 / -15.4 eV
Multiplicity: 3
ΔE to the lowest compared entry with this formula, charge and spin: 104.4 kJ/mol

Entry from OMol25: a 2-piece molecular cluster, C4H8N3O2 overall (wB97M-V/def2-TZVPD).

Each line ends with the Löwdin charge.
Positions of all 17 atoms, in Å:
C -2.587 -0.553 -0.894  -0.024
C 1.715 -0.394 0.075  -0.548
C -1.874 0.239 1.016  -0.176
C 2.819 0.560 -0.219  0.015
N -1.871 -1.534 -0.273  0.107
N -2.573 0.521 -0.190  0.161
N -1.452 -1.076 0.854  0.104
O 2.028 -1.664 0.289  0.115
O 0.537 -0.106 -0.042  0.026
H -2.975 -0.681 -1.931  0.181
H -1.111 0.962 1.225  0.152
H -2.503 0.270 1.925  0.188
H 3.393 1.088 0.690  0.149
H 3.707 0.078 -0.704  0.112
H 2.447 1.468 -0.620  0.066
H -3.195 1.317 -0.252  0.192
H 1.208 -2.183 0.631  0.180

Properties
Charge: +1
Frontier orbital gap: 7.96 eV
HOMO level: -14.1 eV
ΔE to the lowest compared entry with this formula, charge and spin: 329.2 kJ/mol

Entry from OMol25: C4H8N3O2S as an isolated structure (wB97M-V/def2-TZVPD).

Each line ends with the Löwdin charge.
Positions of all 18 atoms, in Å:
C -0.920 -0.124 1.183  -0.296
C -1.096 1.435 0.875  -0.482
C 0.822 0.418 -0.594  -0.605
C -1.289 -1.133 -1.112  -0.184
N 1.759 0.461 0.331  0.085
N -0.443 -0.779 -0.001  -0.196
N 2.870 -0.256 0.132  -0.598
O 2.921 -1.049 -0.824  -0.137
O 3.852 -0.088 0.870  -0.114
S -0.231 1.889 -0.686  0.791
H -0.062 -0.187 1.847  0.081
H -1.940 -0.623 1.582  0.147
H -2.172 1.746 0.534  0.056
H -0.673 2.146 1.755  0.097
H 1.199 -0.095 -1.629  0.138
H -2.084 -0.426 -1.298  0.039
H -0.739 -1.227 -2.124  0.100
H -1.772 -2.109 -0.843  0.077

Properties
Charge: -1
Frontier orbital gap (spin up / spin down): 3.78 / 6.44 eV
HOMO level (spin up / spin down): -0.7 / -4.4 eV
Multiplicity: 3

What did the fourth record say?
Entry from OMol25: an isolated ion of composition C4H8N3 and charge +1 (wB97M-V/def2-TZVPD).

Each line ends with the Löwdin charge.
Positions of all 15 atoms, in Å:
C 0.735 0.539 0.094  -0.426
C 1.349 -0.490 0.941  -0.025
C -1.192 0.487 -1.242  0.247
C -1.452 -0.099 1.034  -0.014
N 1.538 1.362 -0.382  0.234
N -0.697 0.340 -0.052  -0.102
N 1.934 -1.394 0.220  0.156
H 1.210 2.070 -1.002  0.074
H -0.748 0.832 -2.079  0.091
H -2.206 0.114 -1.413  0.142
H -0.964 0.507 1.932  0.171
H -2.449 0.292 0.805  0.118
H -1.350 -1.156 1.274  0.122
H 1.906 -1.291 -0.786  0.128
H 2.388 -2.114 0.654  0.084

Properties
Charge: +1
Frontier orbital gap (spin up / spin down): 7.18 / 7.18 eV
HOMO level (spin up / spin down): -13.0 / -13.0 eV
ΔE to the lowest compared entry with this formula, charge and spin: 541.7 kJ/mol